# 1
ORCA calculation (the ωB97M-V functional and the def2-TZVPD basis) on C4H5NO as an isolated structure.

Atoms and positions in Å:
N: -0.739 2.561 -1.457
C: -0.578 1.833 -0.574
C: -0.359 0.886 0.526
C: -0.578 -0.504 -0.041
C: 0.660 -1.151 -0.515
O: 0.463 -1.595 0.847
H: -1.080 1.110 1.318
H: 0.654 1.040 0.924
H: -0.628 -1.660 0.790
H: 0.603 -1.946 -1.258
H: 1.583 -0.573 -0.560

Calculated values
- LUMO energy (eV) = 0.51
- frontier orbital gap (eV) = 10.2121
- E_HOMO (eV) = -9.7

---

# 2
ORCA calculation (the ωB97M-V functional and the def2-TZVPD basis) on one molecule with the formula C4H5NO.

Atoms and positions in Å:
C: -1.753 0.097 0.177
C: -0.343 0.279 0.019
C: 0.686 0.927 -0.342
C: 1.868 -0.294 -0.157
N: 1.698 -1.472 0.282
O: 0.544 -1.900 0.589
H: -2.040 0.042 1.225
H: -2.225 0.967 -0.291
H: -2.032 -0.796 -0.373
H: 0.818 1.986 -0.711
H: 2.780 0.163 -0.417

Calculated values
- LUMO energy (alpha / beta) (eV) = -0.40 / -0.46
- frontier orbital gap (alpha / beta) (eV) = 8.2735 / 8.1117
- E_HOMO (alpha / beta) (eV) = -8.7 / -8.6

---

# 3
ORCA calculation (the ωB97M-V functional and the def2-TZVPD basis) on a 2-piece molecular cluster, C4H5NO overall.

Atoms and positions in Å:
N: 2.764 1.011 -0.328
C: 1.923 0.208 -0.369
C: 0.882 -0.751 -0.374
C: -0.427 -0.316 -0.016
C: -1.150 0.934 0.076
O: -1.625 -0.234 -0.649
H: 0.050 -1.103 0.938
H: 0.994 -1.692 -0.899
H: -0.881 -0.992 1.204
H: -1.716 1.179 0.970
H: -0.816 1.755 -0.553

Calculated values
- LUMO energy (eV) = 0.08
- frontier orbital gap (eV) = 8.6122
- E_HOMO (eV) = -8.5

---

# 4
ORCA calculation (the ωB97M-V functional and the def2-TZVPD basis) on one molecule with the formula C4H5NO.

Atoms and positions in Å:
N: 2.286 -0.097 -0.354
C: 1.058 -0.018 -0.071
C: 0.124 1.073 -0.435
C: -1.094 0.704 -0.052
C: -1.024 -0.745 0.345
O: 0.351 -0.920 0.695
H: 2.714 -0.907 0.093
H: 0.444 2.018 -0.848
H: -1.979 1.319 0.032
H: -1.189 -1.389 -0.530
H: -1.710 -1.068 1.129

Calculated values
- LUMO energy (eV) = 0.74
- frontier orbital gap (eV) = 10.3538
- E_HOMO (eV) = -9.6

---

# 5
ORCA calculation (the ωB97M-V functional and the def2-TZVPD basis) on one molecule with the formula C4H5NO.

Atoms and positions in Å:
C: 1.503 -0.676 0.629
C: 0.405 0.200 0.094
N: 0.808 1.609 -0.051
O: -0.030 2.349 -0.495
C: -2.062 -0.214 -0.632
C: -0.823 -0.116 -0.246
H: 2.335 -0.030 0.926
H: 1.185 -1.253 1.502
H: 1.871 -1.377 -0.127
H: -2.881 -0.070 0.068
H: -2.311 -0.423 -1.669

Calculated values
- LUMO energy (eV) = -0.43
- frontier orbital gap (eV) = 8.6380
- E_HOMO (eV) = -9.1

---

# 6
ORCA calculation (the ωB97M-V functional and the def2-TZVPD basis) on one molecule with the formula C4H5NO.

Atoms and positions in Å:
O: -1.360 2.307 -1.065
C: -0.735 1.254 -0.588
N: 0.100 2.132 -0.239
C: 1.117 -0.567 0.710
C: -0.160 -0.996 0.057
C: -1.015 -0.167 -0.553
H: 1.210 0.519 0.775
H: 1.193 -0.980 1.721
H: 1.974 -0.942 0.137
H: -0.394 -2.060 0.077
H: -1.931 -0.500 -1.032

Calculated values
- LUMO energy (eV) = 0.18
- frontier orbital gap (eV) = 9.6187
- E_HOMO (eV) = -9.4

---

# 7
ORCA calculation (the ωB97M-V functional and the def2-TZVPD basis) on one molecule with the formula C4H5NO.

Atoms and positions in Å:
N: 3.159 0.150 0.345
C: 2.214 -0.475 0.114
C: 0.945 -1.156 -0.169
C: -0.065 -0.414 0.721
C: -1.639 1.097 0.064
O: -1.095 -0.221 -0.068
H: 1.016 -2.230 0.016
H: 0.667 -0.983 -1.217
H: -1.072 1.604 0.846
H: -2.709 1.086 0.257
H: -1.420 1.543 -0.909

Calculated values
- LUMO energy (eV) = 0.04
- frontier orbital gap (eV) = 9.2422
- E_HOMO (eV) = -9.2

---

# 8
ORCA calculation (the ωB97M-V functional and the def2-TZVPD basis) on one molecule with the formula C4H5NO.

Atoms and positions in Å:
O: -0.839 1.567 -1.406
C: -0.758 0.514 -0.847
C: -1.297 -0.523 0.000
C: 0.174 -0.645 -0.477
C: 1.183 0.000 0.387
N: 0.778 0.926 1.162
H: -1.972 -1.163 -0.563
H: -1.502 -0.396 1.060
H: 0.456 -1.487 -1.108
H: 2.235 -0.250 0.205
H: 1.541 1.450 1.576

Calculated values
- LUMO energy (eV) = 0.87
- frontier orbital gap (eV) = 9.9877
- E_HOMO (eV) = -9.1

---

# 9
ORCA calculation (the ωB97M-V functional and the def2-TZVPD basis) on one molecule with the formula C4H5NO.

Atoms and positions in Å:
N: -2.309 1.406 -0.686
C: -1.390 0.714 -0.881
C: -0.271 -0.142 -0.966
C: 0.992 0.317 -0.373
O: 1.176 -0.505 0.936
C: 0.004 -0.748 1.369
H: -0.227 -0.834 -1.800
H: 1.016 1.362 -0.056
H: 1.910 0.054 -0.899
H: -0.852 -0.100 1.221
H: -0.050 -1.523 2.135

Calculated values
- LUMO energy (alpha / beta) (eV) = -1.15 / -1.18
- frontier orbital gap (alpha / beta) (eV) = 6.7250 / 6.6855
- E_HOMO (alpha / beta) (eV) = -7.9 / -7.9

---

# 10
ORCA calculation (the ωB97M-V functional and the def2-TZVPD basis) on one molecule with the formula C4H5NO.

Atoms and positions in Å:
C: -1.801 -0.019 0.258
C: -0.329 -0.241 0.073
N: 0.047 -1.674 0.133
O: 1.209 -1.928 -0.026
C: 1.897 0.974 -0.346
C: 0.675 0.576 -0.134
H: -2.246 -0.974 0.553
H: -2.018 0.719 1.035
H: -2.285 0.307 -0.668
H: 2.565 1.204 0.480
H: 2.286 1.056 -1.358

Calculated values
- LUMO energy (eV) = -0.36
- frontier orbital gap (eV) = 8.6977
- E_HOMO (eV) = -9.1

---

Record order is preserved below.
Relative energy (zero: lowest compared OMol25 entry of this formula, charge and spin): 457.9 573.9 625.4 97.4 393.1 365.2 372.1 233.0 403.8 402.0 kJ/mol
Record order is preserved below.
Largest force on an atom: 1.1 2.4 1.1 0.5 0.6 0.5 1.1 1.0 1.0 0.6 eV/Å